Here is a structure of composition C42H35F3MoN5OS2Te from OMol25. Energies are from the ωB97M-V functional and the def2-TZVPD basis.

Cartesian coordinates (Å):
Mo: 1.307 -2.101 0.582
F: -2.516 -6.391 -2.509
C: -1.881 -5.216 -2.340
F: -1.134 -5.010 -3.433
F: -2.825 -4.263 -2.310
C: -1.048 -5.224 -1.088
C: -1.020 -6.323 -0.265
C: -0.231 -6.322 0.888
C: 0.513 -5.203 1.162
N: 0.483 -4.125 0.364
C: -0.286 -4.089 -0.742
S: -0.228 -2.548 -1.480
H: -1.621 -7.188 -0.511
H: -0.198 -7.176 1.548
H: 1.166 -5.142 2.024
C: -3.662 -0.762 3.174
C: -2.773 -0.774 4.242
C: -1.479 -1.231 4.069
C: -1.082 -1.676 2.812
C: -1.957 -1.658 1.736
C: -3.253 -1.202 1.924
N: 0.261 -2.132 2.581
N: 0.931 -2.395 3.596
C: 2.226 -2.874 3.324
C: 2.978 -3.315 4.406
C: 4.202 -3.914 4.159
C: 4.642 -4.059 2.849
C: 3.882 -3.592 1.777
C: 2.655 -2.982 1.995
H: -4.674 -0.406 3.317
H: -3.087 -0.416 5.214
H: -0.772 -1.225 4.885
H: -1.634 -1.983 0.755
H: -3.936 -1.185 1.086
H: 2.592 -3.193 5.410
H: 4.807 -4.277 4.979
H: 5.595 -4.534 2.655
H: 4.263 -3.701 0.770
S: 5.008 -1.989 -2.350
C: 3.712 -2.150 -1.451
N: 2.743 -2.269 -0.782
C: -3.093 5.276 -6.177
C: -2.556 4.307 -5.159
C: -1.351 3.647 -5.358
C: -0.844 2.745 -4.429
C: 0.475 2.083 -4.726
C: -1.562 2.498 -3.247
Te: -0.838 1.052 -1.860
N: 0.533 -0.393 0.328
C: 1.265 0.139 1.319
O: 2.408 -0.408 1.471
C: 0.763 1.099 2.314
C: -0.501 1.657 2.136
C: -1.019 2.496 3.109
C: -0.282 2.761 4.256
C: 0.974 2.193 4.436
C: 1.502 1.360 3.463
C: 0.969 2.051 -1.384
C: 2.140 1.313 -1.564
C: 3.374 1.829 -1.207
C: 3.445 3.108 -0.674
C: 2.286 3.847 -0.501
C: 1.031 3.341 -0.843
C: -0.192 4.175 -0.579
C: -2.781 3.158 -3.028
C: -3.621 3.005 -1.782
C: -3.253 4.047 -3.990
H: -2.450 5.323 -7.054
H: -3.166 6.282 -5.759
H: -4.093 4.987 -6.504
H: -0.790 3.832 -6.267
H: 0.763 2.254 -5.763
H: 0.429 1.007 -4.550
H: 1.265 2.476 -4.084
H: -1.066 1.413 1.243
H: -1.998 2.938 2.976
H: -0.690 3.414 5.017
H: 1.539 2.401 5.335
H: 2.477 0.905 3.578
H: 2.081 0.317 -1.987
H: 4.267 1.233 -1.347
H: 4.401 3.531 -0.392
H: 2.345 4.845 -0.081
H: 0.092 5.195 -0.318
H: -0.767 3.762 0.254
H: -0.849 4.215 -1.445
H: -3.252 2.228 -1.120
H: -4.654 2.770 -2.047
H: -3.633 3.944 -1.223
H: -4.196 4.554 -3.810

Results
E_HOMO (alpha / beta), eV: -7.344 / -7.345
Multiplicity: 2
Relative energy (zero: lowest compared OMol25 entry of this formula, charge and spin), eV: 0.000
⟨S²⟩: 0.77
Frontier orbital gap (alpha / beta), eV: 5.67 / 5.71



Here is a structure of composition C42H36BInN9O3P from OMol25. Energies are from the ωB97M-V functional and the def2-TZVPD basis.

Cartesian coordinates (Å):
In: 0.373 -1.071 -1.230
C: 1.982 -4.685 0.488
C: 0.836 -3.938 0.214
N: 0.971 -2.683 0.648
N: 2.201 -2.599 1.197
C: 2.832 -3.792 1.099
B: 2.877 -1.302 1.671
N: 3.457 -0.614 0.455
C: 4.689 -0.116 0.224
C: 4.737 0.335 -1.075
C: 3.467 0.080 -1.586
N: 2.697 -0.491 -0.663
N: 1.773 -0.328 2.396
C: 1.293 -0.617 3.608
C: 0.772 0.514 4.210
C: 0.905 1.510 3.271
N: 1.504 0.994 2.184
N: 3.880 -1.639 2.755
C: 3.715 -2.581 3.731
C: 4.759 -2.469 4.607
C: 5.531 -1.408 4.091
N: 4.996 -0.916 2.993
H: 2.172 -5.719 0.262
H: -0.076 -4.247 -0.273
H: 3.836 -3.934 1.461
H: 5.429 -0.122 1.002
H: 5.569 0.793 -1.580
H: 3.079 0.274 -2.571
H: 1.357 -1.612 4.010
H: 0.344 0.594 5.190
H: 0.640 2.551 3.319
H: 2.886 -3.269 3.723
H: 4.941 -3.062 5.486
H: 6.448 -0.999 4.481
C: -2.400 1.169 -2.720
C: -3.612 0.711 -1.956
C: -4.857 0.669 -2.573
C: -5.986 0.247 -1.888
C: -5.888 -0.144 -0.563
C: -4.656 -0.112 0.071
C: -3.518 0.318 -0.614
P: -1.890 0.373 0.218
C: -2.277 -0.428 1.826
C: -2.509 0.310 2.987
C: -2.855 -0.315 4.174
C: -2.907 -1.697 4.235
C: -2.669 -2.440 3.092
C: -2.397 -1.828 1.871
C: -2.365 -2.689 0.640
C: -1.702 2.156 0.652
C: -2.860 2.844 1.031
C: -2.810 4.149 1.483
C: -1.587 4.798 1.559
C: -0.441 4.152 1.136
C: -0.473 2.837 0.665
C: 0.823 2.293 0.100
H: -2.671 1.493 -3.723
H: -1.672 0.361 -2.813
H: -1.909 2.007 -2.218
H: -4.946 0.963 -3.611
H: -6.944 0.217 -2.392
H: -6.763 -0.475 -0.020
H: -4.586 -0.414 1.107
H: -2.454 1.387 2.966
H: -3.090 0.279 5.049
H: -3.153 -2.196 5.164
H: -2.735 -3.521 3.129
H: -1.868 -3.635 0.847
H: -1.879 -2.201 -0.205
H: -3.391 -2.920 0.341
H: -3.814 2.333 0.978
H: -3.725 4.649 1.771
H: -1.526 5.814 1.927
H: 0.505 4.683 1.146
H: 1.265 3.049 -0.547
H: 0.614 1.437 -0.537
O: 1.374 2.652 -3.079
C: 1.083 1.634 -3.661
N: 0.726 0.439 -3.045
C: 0.487 -0.512 -3.964
O: 0.173 -1.672 -3.661
C: 0.649 0.063 -5.328
C: 0.488 -0.486 -6.580
C: 0.718 0.348 -7.674
C: 1.104 1.670 -7.497
C: 1.269 2.215 -6.223
C: 1.027 1.392 -5.146
H: 0.202 -1.523 -6.700
H: 0.600 -0.044 -8.675
H: 1.280 2.290 -8.366
H: 1.574 3.244 -6.086
O: 3.037 2.280 1.040
C: 1.919 1.893 1.062

Results
E_HOMO (alpha / beta), eV: -9.567 / -11.323
Multiplicity: 2
Relative energy (zero: lowest compared OMol25 entry of this formula, charge and spin), eV: 0.223
⟨S²⟩: 0.75
Total charge: +1
Frontier orbital gap (alpha / beta), eV: 7.24 / 7.40



Here is a structure of composition C42H36CdGe2N5O2S from OMol25. Energies are from the ωB97M-V functional and the def2-TZVPD basis.

Cartesian coordinates (Å):
Cd: 0.392 -0.409 -0.415
O: 1.461 0.187 3.653
C: 1.368 0.227 2.439
O: 0.289 0.341 1.758
C: 2.670 0.171 1.628
C: 3.902 0.185 2.324
C: 5.057 0.235 1.610
C: 5.008 0.286 0.196
C: 6.158 0.403 -0.621
C: 6.039 0.473 -1.978
C: 4.760 0.431 -2.583
C: 3.641 0.316 -1.816
C: 3.742 0.239 -0.412
N: 2.598 0.171 0.322
H: 3.874 0.169 3.402
H: 6.020 0.257 2.106
H: 7.130 0.440 -0.149
H: 6.920 0.561 -2.596
H: 4.675 0.511 -3.659
H: 2.648 0.334 -2.250
N: -2.332 -0.268 -4.091
C: -1.223 -0.242 -4.915
C: -1.094 -0.183 -6.297
C: 0.193 -0.191 -6.793
C: 1.308 -0.271 -5.944
C: 1.168 -0.320 -4.574
C: -0.126 -0.286 -4.054
N: -0.563 -0.286 -2.732
C: -1.876 -0.309 -2.812
C: -2.774 -0.454 -1.665
C: -4.110 -0.722 -1.680
S: -4.683 -0.846 -0.081
C: -3.106 -0.571 0.500
N: -2.216 -0.368 -0.422
H: -3.294 -0.208 -4.375
H: -1.949 -0.138 -6.955
H: 0.346 -0.147 -7.861
H: 2.297 -0.303 -6.377
H: 2.027 -0.407 -3.928
H: -4.765 -0.853 -2.522
H: -2.872 -0.578 1.549
C: -0.896 5.562 -1.482
Ge: -1.165 3.630 -1.662
C: -3.086 3.321 -1.452
C: -0.631 3.217 -3.500
Ge: 0.027 2.479 0.111
C: -0.786 3.241 1.726
C: -1.450 2.516 2.713
C: -2.057 3.156 3.784
C: -2.000 4.536 3.898
C: -1.314 5.272 2.945
C: -0.712 4.628 1.874
C: 1.854 3.158 0.083
C: 2.488 3.427 -1.129
C: 3.811 3.843 -1.170
C: 4.528 3.982 0.008
C: 3.911 3.724 1.226
C: 2.584 3.324 1.262
H: -1.327 6.027 -2.369
H: 0.160 5.818 -1.433
H: -1.397 5.958 -0.605
H: -3.623 4.005 -2.109
H: -3.397 3.515 -0.426
H: -3.371 2.305 -1.709
H: -1.500 3.333 -4.149
H: -0.233 2.214 -3.630
H: 0.127 3.927 -3.828
H: -1.433 1.440 2.680
H: -2.553 2.571 4.548
H: -2.467 5.034 4.737
H: -1.235 6.347 3.041
H: -0.157 5.219 1.156
H: 1.951 3.303 -2.064
H: 4.287 4.042 -2.121
H: 5.565 4.290 -0.020
H: 4.466 3.833 2.148
H: 2.115 3.125 2.219
N: -0.288 -7.952 0.128
C: -0.169 -6.814 0.031
C: -0.022 -5.387 -0.094
C: -0.623 -4.719 -1.155
C: -0.474 -3.345 -1.263
C: 0.259 -2.593 -0.339
C: 0.852 -3.304 0.711
C: 0.721 -4.678 0.845
H: -1.196 -5.278 -1.885
H: -0.944 -2.853 -2.109
H: 1.430 -2.779 1.466
H: 1.186 -5.202 1.669

Results
E_HOMO (alpha / beta), eV: -7.028 / -8.460
Multiplicity: 2
Relative energy (zero: lowest compared OMol25 entry of this formula, charge and spin), eV: 0.421
⟨S²⟩: 0.75
Frontier orbital gap (alpha / beta), eV: 6.59 / 7.28



Here is a structure of composition C42H36N3O2RhSSi from OMol25. Energies are from the ωB97M-V functional and the def2-TZVPD basis.

Cartesian coordinates (Å):
Rh: 0.123 -0.260 0.264
C: -0.523 -1.065 4.663
C: 0.034 -0.953 3.392
N: -0.657 -0.567 2.339
C: -1.972 -0.285 2.477
C: -2.631 -0.422 3.725
C: -1.867 -0.809 4.833
C: -4.029 -0.154 3.798
C: -4.735 0.205 2.699
C: -4.094 0.374 1.434
C: -4.781 0.769 0.277
C: -4.079 0.945 -0.901
C: -2.706 0.743 -0.903
N: -2.031 0.360 0.171
C: -2.698 0.158 1.334
H: 0.099 -1.354 5.494
H: 1.080 -1.181 3.241
H: -2.327 -0.894 5.806
H: -4.517 -0.247 4.757
H: -5.797 0.385 2.770
H: -5.844 0.950 0.306
H: -4.573 1.260 -1.805
H: -2.130 0.928 -1.801
O: 0.757 0.781 -1.968
C: 2.007 0.346 -2.479
C: 2.876 -0.228 -1.390
C: 4.215 -0.481 -1.665
C: 5.007 -1.066 -0.692
C: 4.429 -1.392 0.528
C: 3.092 -1.107 0.718
N: 2.327 -0.528 -0.212
H: 0.145 0.831 -2.710
H: 2.529 1.184 -2.966
H: 1.865 -0.438 -3.235
H: 4.622 -0.225 -2.631
H: 6.049 -1.272 -0.884
H: 5.003 -1.861 1.310
H: 2.608 -1.352 1.654
C: -0.643 -4.987 3.355
C: 0.484 -5.013 2.547
C: 0.539 -4.233 1.405
C: -0.549 -3.448 1.035
C: -1.682 -3.440 1.845
C: -1.727 -4.199 3.001
Si: -0.417 -2.475 -0.621
C: -1.992 -2.663 -1.692
C: -3.275 -2.422 -1.210
C: -4.377 -2.560 -2.035
C: -4.206 -2.952 -3.352
C: -2.936 -3.210 -3.840
C: -1.834 -3.064 -3.016
H: -0.682 -5.587 4.250
H: 1.325 -5.642 2.802
H: 1.422 -4.255 0.786
H: -2.550 -2.861 1.571
H: -2.614 -4.181 3.617
H: 0.687 -3.105 -1.410
H: -3.428 -2.142 -0.178
H: -5.366 -2.374 -1.641
H: -5.066 -3.073 -3.992
H: -2.796 -3.534 -4.861
H: -0.849 -3.277 -3.401
O: -0.444 2.056 2.011
S: 0.374 2.318 0.831
C: 0.561 4.145 0.849
C: 0.982 4.859 -0.253
C: 1.172 6.227 -0.122
C: 0.924 6.853 1.090
C: 0.498 6.117 2.184
C: 0.303 4.752 2.063
C: 2.085 2.020 1.334
C: 2.328 1.596 2.629
C: 3.634 1.430 3.054
C: 4.681 1.686 2.183
C: 4.427 2.112 0.886
C: 3.124 2.275 0.452
H: 1.162 4.373 -1.199
H: 1.500 6.804 -0.972
H: 1.042 7.922 1.179
H: 0.305 6.593 3.133
H: -0.041 4.155 2.892
H: 1.488 1.432 3.289
H: 3.826 1.115 4.067
H: 5.700 1.558 2.515
H: 5.243 2.336 0.219
H: 2.915 2.608 -0.553

Results
E_HOMO (alpha / beta), eV: -12.117 / -13.769
Multiplicity: 5
Relative energy (zero: lowest compared OMol25 entry of this formula, charge and spin), eV: 1.282
⟨S²⟩: 6.02
Total charge: +2
Frontier orbital gap (alpha / beta), eV: 6.54 / 5.46



> Among the records above, which one has the lowest relative energy (zero: lowest compared OMol25 entry of this formula, charge and spin)?

C42H35F3MoN5OS2Te



> Look up the relative energy (zero: lowest compared OMol25 entry of this formula, charge and spin) of the first one.

0.000 eV



Repeat the first record exactly.
Here is a structure of composition C42H35F3MoN5OS2Te from OMol25. Energies are from the ωB97M-V functional and the def2-TZVPD basis.

Cartesian coordinates (Å):
Mo: 1.307 -2.101 0.582
F: -2.516 -6.391 -2.509
C: -1.881 -5.216 -2.340
F: -1.134 -5.010 -3.433
F: -2.825 -4.263 -2.310
C: -1.048 -5.224 -1.088
C: -1.020 -6.323 -0.265
C: -0.231 -6.322 0.888
C: 0.513 -5.203 1.162
N: 0.483 -4.125 0.364
C: -0.286 -4.089 -0.742
S: -0.228 -2.548 -1.480
H: -1.621 -7.188 -0.511
H: -0.198 -7.176 1.548
H: 1.166 -5.142 2.024
C: -3.662 -0.762 3.174
C: -2.773 -0.774 4.242
C: -1.479 -1.231 4.069
C: -1.082 -1.676 2.812
C: -1.957 -1.658 1.736
C: -3.253 -1.202 1.924
N: 0.261 -2.132 2.581
N: 0.931 -2.395 3.596
C: 2.226 -2.874 3.324
C: 2.978 -3.315 4.406
C: 4.202 -3.914 4.159
C: 4.642 -4.059 2.849
C: 3.882 -3.592 1.777
C: 2.655 -2.982 1.995
H: -4.674 -0.406 3.317
H: -3.087 -0.416 5.214
H: -0.772 -1.225 4.885
H: -1.634 -1.983 0.755
H: -3.936 -1.185 1.086
H: 2.592 -3.193 5.410
H: 4.807 -4.277 4.979
H: 5.595 -4.534 2.655
H: 4.263 -3.701 0.770
S: 5.008 -1.989 -2.350
C: 3.712 -2.150 -1.451
N: 2.743 -2.269 -0.782
C: -3.093 5.276 -6.177
C: -2.556 4.307 -5.159
C: -1.351 3.647 -5.358
C: -0.844 2.745 -4.429
C: 0.475 2.083 -4.726
C: -1.562 2.498 -3.247
Te: -0.838 1.052 -1.860
N: 0.533 -0.393 0.328
C: 1.265 0.139 1.319
O: 2.408 -0.408 1.471
C: 0.763 1.099 2.314
C: -0.501 1.657 2.136
C: -1.019 2.496 3.109
C: -0.282 2.761 4.256
C: 0.974 2.193 4.436
C: 1.502 1.360 3.463
C: 0.969 2.051 -1.384
C: 2.140 1.313 -1.564
C: 3.374 1.829 -1.207
C: 3.445 3.108 -0.674
C: 2.286 3.847 -0.501
C: 1.031 3.341 -0.843
C: -0.192 4.175 -0.579
C: -2.781 3.158 -3.028
C: -3.621 3.005 -1.782
C: -3.253 4.047 -3.990
H: -2.450 5.323 -7.054
H: -3.166 6.282 -5.759
H: -4.093 4.987 -6.504
H: -0.790 3.832 -6.267
H: 0.763 2.254 -5.763
H: 0.429 1.007 -4.550
H: 1.265 2.476 -4.084
H: -1.066 1.413 1.243
H: -1.998 2.938 2.976
H: -0.690 3.414 5.017
H: 1.539 2.401 5.335
H: 2.477 0.905 3.578
H: 2.081 0.317 -1.987
H: 4.267 1.233 -1.347
H: 4.401 3.531 -0.392
H: 2.345 4.845 -0.081
H: 0.092 5.195 -0.318
H: -0.767 3.762 0.254
H: -0.849 4.215 -1.445
H: -3.252 2.228 -1.120
H: -4.654 2.770 -2.047
H: -3.633 3.944 -1.223
H: -4.196 4.554 -3.810

Results
E_HOMO (alpha / beta), eV: -7.344 / -7.345
Multiplicity: 2
Relative energy (zero: lowest compared OMol25 entry of this formula, charge and spin), eV: 0.000
⟨S²⟩: 0.77
Frontier orbital gap (alpha / beta), eV: 5.67 / 5.71